{
  "formula": "C45H55AsBrO5PPbSSi",
  "method": "ωB97M-V/def2-TZVPD",
  "elements": ["Pb", "C", "C", "C", "C", "O", "Si", "S", "O", "C", "C", "C", "C", "O", "C", "C", "C", "C", "H", "H", "H", "H", "H", "H", "H", "H", "H", "H", "H", "H", "H", "H", "H", "H", "H", "H", "H", "H", "H", "H", "H", "H", "H", "H", "H", "Br", "C", "C", "C", "C", "C", "C", "C", "O", "O", "H", "H", "H", "H", "C", "C", "As", "C", "C", "C", "C", "C", "C", "C", "C", "C", "C", "C", "C", "P", "C", "C", "C", "C", "C", "C", "C", "C", "C", "C", "C", "C", "H", "H", "H", "H", "H", "H", "H", "H", "H", "H", "H", "H", "H", "H", "H", "H", "H", "H", "H", "H", "H", "H", "H", "H"],
  "positions_angstrom": [[0.590258, 0.967856, 0.671054], [-0.680304, -1.030428, 5.306789], [0.020285, -0.052608, 4.371788], [-0.487074, 1.363002, 4.603115], [1.529506, -0.121717, 4.556377], [-0.258187, -0.355558, 2.988707], [-1.010529, -1.605570, 2.217350], [-0.985804, -1.035886, 0.191143], [-2.510452, -1.725865, 2.853904], [-3.466042, -2.800019, 2.830313], [-4.802449, -2.176082, 3.196615], [-3.072192, -3.843306, 3.869707], [-3.523348, -3.410583, 1.434742], [-0.292560, -3.044685, 2.475633], [0.969504, -3.665762, 2.171692], [1.963926, -2.670761, 1.586717], [1.494714, -4.230268, 3.482102], [0.677202, -4.778878, 1.180533], [-0.428352, -0.790615, 6.342203], [-0.363637, -2.056660, 5.101399], [-1.761541, -0.975057, 5.182231], [-0.320982, 1.664477, 5.639338], [-1.555091, 1.419268, 4.379985], [0.039137, 2.066348, 3.951767], [1.818558, 0.321358, 5.511423], [2.035071, 0.422788, 3.755269], [1.877512, -1.156222, 4.534931], [-4.688541, -1.566507, 4.094407], [-5.548019, -2.950588, 3.386458], [-5.158995, -1.532070, 2.390275], [-3.101061, -3.408981, 4.872328], [-2.060779, -4.203744, 3.678855], [-3.762321, -4.688740, 3.832593], [-3.686947, -2.630081, 0.688840], [-4.338991, -4.134401, 1.372826], [-2.588098, -3.924339, 1.197076], [2.116282, -1.820518, 2.254764], [1.618236, -2.294141, 0.624146], [2.929357, -3.157898, 1.437840], [1.668221, -3.423626, 4.196499], [2.435174, -4.762049, 3.325139], [0.766607, -4.919632, 3.913569], [0.224175, -4.360356, 0.279701], [-0.009850, -5.507505, 1.615322], [1.599647, -5.291735, 0.898990], [7.819015, -0.257281, -4.416641], [6.283867, -0.169201, -3.312492], [6.400386, -0.477296, -1.966391], [5.281642, -0.363657, -1.154309], [4.066527, 0.050451, -1.683110], [3.963864, 0.324921, -3.041301], [5.073662, 0.216720, -3.866894], [2.886302, 0.234692, -0.772614], [2.994160, -0.018547, 0.438377], [1.796984, 0.648429, -1.302681], [7.350496, -0.797157, -1.561031], [5.339196, -0.590656, -0.097972], [3.005953, 0.627124, -3.443276], [5.003338, 0.432115, -4.924015], [-1.613549, 4.152633, -1.322041], [-0.690041, 4.496322, -2.486247], [-0.697856, 6.399500, -3.024871], [-2.596164, 6.593128, -3.425113], [-3.375162, 5.519699, -3.851789], [-4.709435, 5.705306, -4.194142], [-5.279453, 6.968188, -4.119825], [-4.503091, 8.050146, -3.725456], [-3.168223, 7.864412, -3.392116], [-0.624943, 7.081412, -1.190682], [0.636335, 7.049591, -0.596297], [0.802732, 7.391972, 0.739308], [-0.293034, 7.791678, 1.493720], [-1.548253, 7.848494, 0.903971], [-1.716142, 7.490185, -0.429843], [-1.534595, 2.380007, -0.874800], [-2.060167, 1.566308, -2.411435], [-1.177104, 0.686160, -3.032082], [-1.533981, 0.063089, -4.223771], [-2.769868, 0.318884, -4.797541], [-3.657926, 1.196621, -4.182125], [-3.304171, 1.816996, -2.994988], [-2.949765, 2.232239, 0.268363], [-3.892669, 1.210163, 0.164850], [-4.950872, 1.139841, 1.059899], [-5.068644, 2.071497, 2.081878], [-4.114509, 3.070854, 2.215654], [-3.058161, 3.147849, 1.317580], [-2.655114, 4.406115, -1.527388], [-1.315573, 4.715138, -0.436697], [-0.925549, 3.907369, -3.374231], [0.347554, 4.271374, -2.230103], [-2.946512, 4.527747, -3.932290], [-5.302480, 4.859626, -4.521041], [-6.320014, 7.112151, -4.381609], [-4.936174, 9.041590, -3.681138], [-2.566708, 8.720870, -3.108046], [1.500886, 6.752392, -1.181355], [1.786588, 7.347900, 1.189283], [-0.167321, 8.061967, 2.534684], [-2.406358, 8.163227, 1.485187], [-2.707412, 7.518598, -0.864448], [-0.207560, 0.482034, -2.588595], [-0.846677, -0.627723, -4.695857], [-3.046694, -0.166190, -5.725507], [-4.627123, 1.389474, -4.626165], [-4.001398, 2.494186, -2.511526], [-3.788727, 0.455830, -0.604651], [-5.687438, 0.353078, 0.953859], [-5.891135, 2.007823, 2.783354], [-4.189666, 3.792774, 3.019407], [-2.310697, 3.923464, 1.450011]],
  "forces_ev_per_angstrom": [[0.06, 0.18, 0.37], [-0.02, -0.05, -0.02], [-0.04, -0.03, 0.02], [-0.03, 0.07, -0.05], [0.07, 0.00, -0.03], [0.03, -0.10, 0.01], [-0.06, -0.03, -0.10], [0.08, 0.00, -0.04], [0.05, 0.01, 0.01], [0.11, -0.01, -0.07], [-0.06, 0.10, -0.03], [0.09, 0.00, 0.03], [0.02, -0.05, -0.01], [0.02, -0.03, 0.21], [-0.02, 0.13, -0.04], [-0.09, -0.03, 0.00], [-0.04, -0.03, 0.08], [0.03, -0.05, -0.11], [0.01, -0.01, -0.03], [-0.01, 0.05, 0.01], [0.02, 0.01, 0.02], [-0.02, 0.00, -0.03], [0.04, -0.01, 0.02], [-0.02, -0.03, 0.02], [-0.01, -0.04, 0.00], [-0.01, 0.03, 0.04], [-0.01, 0.04, -0.01], [-0.02, -0.04, 0.01], [0.00, 0.02, -0.03], [0.03, -0.01, 0.04], [-0.02, -0.02, -0.04], [-0.06, 0.00, -0.01], [0.00, 0.02, 0.03], [-0.02, -0.02, 0.03], [0.03, 0.01, 0.00], [-0.03, 0.02, 0.00], [-0.01, -0.05, -0.03], [0.02, -0.03, 0.04], [0.00, 0.02, 0.00], [0.02, -0.02, 0.00], [-0.03, 0.01, 0.00], [0.02, 0.00, 0.00], [0.01, -0.01, 0.01], [0.00, 0.02, -0.01], [-0.03, -0.01, 0.01], [0.03, -0.04, -0.03], [-0.03, 0.01, 0.02], [-0.06, -0.01, 0.03], [0.09, -0.03, 0.01], [-0.04, 0.09, 0.03], [0.01, 0.00, -0.06], [-0.05, -0.02, 0.07], [0.06, -0.22, -0.43], [-0.06, 0.08, 0.16], [-0.02, 0.09, 0.00], [-0.01, 0.03, 0.00], [0.01, 0.03, -0.01], [0.02, 0.03, 0.00], [0.00, 0.02, 0.01], [0.11, 0.11, -0.04], [-0.10, -0.03, 0.10], [0.06, -0.02, -0.02], [-0.05, 0.04, -0.02], [-0.03, 0.06, -0.01], [0.04, 0.02, 0.01], [0.03, 0.00, 0.00], [0.02, -0.03, 0.00], [-0.06, -0.04, -0.04], [-0.01, 0.05, 0.04], [-0.02, 0.06, 0.05], [-0.04, -0.02, -0.03], [0.01, -0.01, -0.04], [0.00, -0.02, -0.05], [0.04, -0.01, 0.07], [-0.02, -0.32, -0.06], [-0.09, -0.11, -0.01], [0.01, -0.04, -0.04], [-0.04, 0.06, 0.02], [0.00, 0.02, 0.01], [0.03, -0.01, -0.01], [0.02, 0.04, 0.00], [-0.03, 0.02, -0.01], [0.02, -0.01, 0.04], [0.05, 0.02, -0.02], [0.04, -0.01, 0.01], [0.04, -0.04, -0.02], [-0.02, -0.03, 0.02], [-0.01, 0.07, -0.06], [-0.01, 0.05, 0.02], [0.03, -0.03, -0.01], [0.03, -0.02, -0.02], [-0.03, -0.01, 0.03], [0.01, 0.01, 0.00], [0.01, 0.00, 0.01], [0.01, -0.01, -0.01], [-0.01, 0.00, 0.04], [0.00, -0.01, 0.01], [0.00, 0.01, -0.01], [0.00, 0.00, -0.02], [0.01, 0.00, -0.01], [0.01, -0.02, 0.00], [-0.06, 0.02, 0.02], [-0.01, 0.03, 0.01], [0.00, 0.00, 0.02], [0.03, 0.00, 0.00], [0.01, -0.03, -0.01], [-0.03, 0.05, -0.03], [0.03, 0.00, 0.02], [0.00, 0.02, -0.03], [0.01, -0.02, -0.01], [-0.05, 0.02, -0.05]],
  "gap_ev": 8.62,
  "de_lowest_kcal_mol": 0.0
}



{
  "formula": "C29H38Br2Ge2N3OPtS",
  "method": "ωB97M-V/def2-TZVPD",
  "elements": ["Pt", "C", "C", "C", "C", "C", "C", "Br", "C", "C", "Br", "C", "O", "C", "N", "H", "H", "H", "H", "H", "H", "C", "C", "Ge", "C", "C", "C", "C", "Ge", "C", "C", "C", "C", "C", "C", "C", "C", "C", "C", "H", "H", "H", "H", "H", "H", "H", "H", "H", "H", "H", "H", "H", "H", "H", "H", "H", "H", "H", "H", "H", "H", "H", "H", "H", "H", "S", "C", "N", "C", "C", "N", "H", "H", "H", "H", "H", "H"],
  "positions_angstrom": [[-0.899510, 0.519806, -0.030184], [-3.098401, 2.528077, -2.186093], [-3.859573, 1.548638, -1.349144], [-5.264984, 1.511532, -1.427791], [-5.970455, 0.631381, -0.665603], [-5.289916, -0.227623, 0.218389], [-5.922440, -1.173790, 1.062641], [-7.802417, -1.360443, 1.042685], [-5.183956, -1.955708, 1.899411], [-3.786875, -1.832788, 1.944310], [-2.832737, -2.939646, 3.130791], [-3.112663, -0.927349, 1.149858], [-1.811337, -0.793020, 1.201195], [-3.882175, -0.121930, 0.259900], [-3.185848, 0.751077, -0.539158], [-3.738402, 2.985823, -2.937060], [-2.277056, 2.022274, -2.682064], [-2.674150, 3.316874, -1.559823], [-5.770718, 2.188286, -2.101521], [-7.049247, 0.588751, -0.723805], [-5.665955, -2.676904, 2.544147], [1.821031, 3.458622, 2.827338], [0.495714, 3.040656, 2.185111], [0.361538, 1.077716, 2.041709], [-0.584823, 0.391041, 3.609435], [0.237176, 0.646969, 4.873989], [2.101538, 0.237567, 1.877408], [2.363100, -0.739012, 1.004578], [0.884486, -1.251996, -0.196872], [-0.064180, -2.900096, 0.301162], [0.668944, -4.223882, 0.084359], [1.188233, -1.190413, -2.161290], [2.160248, -2.180674, -2.805623], [3.656683, -1.467785, 0.951859], [4.766159, -1.072477, 1.706003], [5.953595, -1.778610, 1.648091], [6.067435, -2.900582, 0.835665], [4.980490, -3.306649, 0.081132], [3.792923, -2.591463, 0.142258], [1.859860, 4.539892, 2.966868], [2.667543, 3.175303, 2.199727], [1.972771, 3.001533, 3.806229], [0.399415, 3.502964, 1.205005], [-0.354727, 3.372168, 2.784923], [-0.773158, -0.671627, 3.468842], [-1.556964, 0.884425, 3.673312], [1.203597, 0.140710, 4.835614], [-0.289542, 0.273081, 5.752817], [0.422810, 1.709602, 5.040652], [2.862911, 0.535304, 2.594554], [-0.995766, -2.884451, -0.270070], [-0.349239, -2.795629, 1.347078], [0.943172, -4.389403, -0.958088], [0.023393, -5.052235, 0.379585], [1.574735, -4.293225, 0.686252], [1.496671, -0.174047, -2.404220], [0.184118, -1.337449, -2.580911], [3.187936, -1.981792, -2.505736], [2.115203, -2.097656, -3.893279], [1.933456, -3.216763, -2.556739], [4.712010, -0.201217, 2.343789], [6.798308, -1.452705, 2.240398], [6.997602, -3.451013, 0.794855], [5.051331, -4.178824, -0.555544], [2.955097, -2.936746, -0.449703], [0.601520, 1.939070, -1.040891], [0.299829, 2.341341, -2.671273], [0.549933, 3.554858, -3.153149], [0.379561, 3.635198, -4.603812], [-0.003696, 2.181827, -4.970652], [-0.074229, 1.531689, -3.659380], [0.848687, 4.310027, -2.560011], [1.301403, 3.952770, -5.087926], [-0.410220, 4.342144, -4.853785], [0.757145, 1.705427, -5.587522], [-0.961257, 2.121066, -5.484641], [-0.102696, 0.532136, -3.530561]],
  "forces_ev_per_angstrom": [[0.03, -0.75, 0.38], [0.07, 0.03, 0.07], [0.10, 0.07, 0.03], [0.01, 0.02, -0.03], [-0.04, 0.00, 0.02], [0.07, -0.05, 0.04], [0.00, 0.05, -0.04], [-0.01, -0.01, 0.01], [-0.05, -0.03, 0.02], [-0.07, 0.06, -0.06], [0.07, 0.03, 0.00], [-0.19, 0.11, -0.09], [0.27, 0.14, -0.14], [-0.08, -0.05, -0.02], [-0.02, 0.05, 0.01], [-0.02, 0.02, 0.02], [0.07, -0.05, -0.09], [-0.02, -0.02, 0.01], [0.00, 0.00, -0.01], [0.00, 0.00, 0.00], [-0.01, 0.00, -0.01], [0.04, 0.00, 0.00], [-0.02, -0.05, -0.08], [0.08, -0.01, 0.03], [-0.03, -0.07, -0.08], [0.02, 0.02, 0.04], [-0.04, 0.01, -0.01], [0.03, 0.04, -0.05], [-0.14, 0.17, -0.04], [0.04, 0.03, 0.02], [0.03, -0.03, 0.01], [0.03, -0.01, 0.04], [-0.01, -0.03, -0.04], [0.02, 0.00, -0.02], [0.00, 0.01, -0.04], [0.00, 0.00, 0.00], [0.01, -0.01, 0.00], [0.00, 0.00, 0.00], [0.00, -0.03, 0.01], [0.00, 0.00, 0.00], [0.00, 0.01, 0.00], [-0.01, -0.01, 0.00], [-0.05, 0.00, 0.00], [0.00, -0.01, 0.02], [0.01, 0.01, 0.01], [-0.01, -0.02, -0.04], [0.01, 0.00, 0.00], [0.00, -0.01, 0.00], [-0.01, 0.01, -0.01], [0.00, -0.01, 0.04], [-0.01, 0.00, 0.02], [-0.02, 0.03, -0.02], [0.01, 0.01, -0.01], [-0.01, 0.00, 0.00], [0.00, 0.00, 0.01], [0.09, -0.06, 0.08], [-0.03, -0.05, 0.03], [0.00, 0.01, 0.01], [0.01, 0.00, -0.01], [-0.01, 0.00, 0.01], [0.00, 0.02, 0.00], [0.00, 0.00, 0.00], [0.00, 0.00, 0.00], [0.00, -0.01, 0.00], [-0.01, 0.01, 0.01], [-0.08, 0.50, 0.16], [0.10, -0.07, -0.19], [0.03, -0.10, 0.00], [0.00, 0.00, -0.05], [0.00, 0.04, 0.00], [-0.17, -0.05, 0.04], [-0.06, 0.02, 0.00], [-0.01, 0.00, 0.01], [0.01, -0.01, 0.00], [-0.01, -0.01, 0.00], [0.01, 0.02, 0.00], [-0.02, 0.06, 0.02]],
  "gap_ev": 6.87,
  "de_lowest_kcal_mol": 14.4,
  "total_charge": 1
}



{
  "formula": "C5H7NO2",
  "method": "ωB97M-V/def2-TZVPD",
  "elements": ["C", "C", "C", "C", "C", "H", "H", "H", "H", "H", "H", "H", "N", "O", "O"],
  "positions_angstrom": [[2.461441, 1.076073, 0.188317], [2.306880, -0.262091, -0.165552], [-0.024519, -0.155348, 0.135987], [-2.222687, 0.004384, -0.139887], [-1.243049, -1.001753, 0.276890], [3.384649, 1.561658, 0.031528], [1.567233, 1.755969, 0.789494], [3.086162, -1.067514, -0.913874], [-2.804426, 0.065636, -1.148126], [-3.176757, -0.189603, 0.410794], [-1.110422, -1.722182, -0.400419], [-1.339881, -1.443140, 1.195480], [-0.282379, 1.022421, -0.115443], [1.136468, -0.942822, -0.078303], [-1.738718, 1.298319, -0.066887]],
  "forces_ev_per_angstrom": [[-2.85, -1.73, 1.20], [2.68, 1.24, -2.14], [-0.09, -3.86, -0.53], [-6.55, -0.35, -1.67], [1.14, 2.66, -0.47], [0.89, 0.29, -0.18], [2.95, -2.47, -2.05], [-2.11, 3.11, 2.80], [1.88, -1.46, 0.57], [0.74, 0.89, 0.71], [0.21, -3.14, -2.69], [-0.52, -0.79, 2.52], [-0.06, 4.26, -0.45], [-1.87, 1.89, 1.05], [3.56, -0.56, 1.32]],
  "gap_ev": 10.00,
  "de_lowest_kcal_mol": 142.3
}



{
  "formula": "C3H7N4",
  "method": "ωB97M-V/def2-TZVPD",
  "elements": ["C", "C", "C", "N", "N", "N", "N", "H", "H", "H", "H", "H", "H", "H"],
  "positions_angstrom": [[-2.259275, 0.266399, -0.002359], [-0.032340, -0.625191, -0.089440], [1.150517, 1.385084, -0.074806], [-1.372727, 1.200621, -0.129801], [-1.914604, -0.977031, 0.135030], [-0.086766, 0.634307, -0.110853], [0.779207, -1.589944, 0.100216], [-3.246433, 0.530807, 0.079915], [1.493658, 1.649664, -1.110430], [1.126622, 2.416497, 0.450108], [1.810838, 0.733511, 0.396737], [-2.398745, -1.952414, 0.245885], [1.799290, -1.485054, 0.062338], [0.557278, -2.589874, 0.315330]],
  "forces_ev_per_angstrom": [[1.47, 0.71, 0.15], [-7.00, -1.91, 1.57], [-0.19, 3.52, -1.35], [0.02, 0.96, -0.14], [5.14, -3.01, -0.49], [-0.76, 0.34, -0.26], [2.87, -3.11, 0.35], [-2.35, 0.83, -0.02], [-0.33, -0.56, 0.83], [-0.59, -2.05, -0.46], [1.61, -0.63, 0.84], [1.13, 2.89, -0.45], [-0.57, 0.40, -0.15], [-0.46, 1.64, -0.41]],
  "gap_ev": 9.19,
  "de_lowest_kcal_mol": 83.4,
  "total_charge": 1
}



{
  "formula": "Ag3FNO3",
  "method": "ωB97M-V/def2-TZVPD",
  "elements": ["Ag", "Ag", "Ag", "F", "N", "O", "O", "O"],
  "positions_angstrom": [[-2.113647, 0.233583, 0.907051], [2.195715, 0.348347, 0.570414], [0.143184, 2.736309, 3.230952], [-0.183944, 1.373700, 1.221952], [-0.024153, -1.159213, -1.462507], [-0.204399, -1.840940, -2.538192], [1.166736, -1.066985, -0.965639], [-0.979492, -0.624800, -0.964030]],
  "forces_ev_per_angstrom": [[-0.26, 0.62, 0.43], [0.37, -0.21, -0.47], [-0.12, 0.60, 0.30], [-0.50, -0.51, 0.57], [-1.09, 0.81, 0.57], [0.35, -0.22, -0.18], [0.04, -0.30, -0.35], [1.22, -0.79, -0.87]],
  "gap_ev": [10.99, 4.88],
  "s_squared": 3.78,
  "de_lowest_kcal_mol": 0.0,
  "multiplicity": 4,
  "total_charge": 4
}



{
  "formula": "C3H4N4",
  "method": "ωB97M-V/def2-TZVPD",
  "elements": ["N", "C", "C", "N", "C", "N", "N", "H", "H", "H", "H"],
  "positions_angstrom": [[2.048192, -0.230995, -0.333076], [0.645848, -0.048381, -0.328768], [-0.047853, 1.016942, 0.363798], [-1.248122, 0.768591, 0.797430], [-2.359757, 0.217207, 0.716033], [-1.200711, -1.325850, -1.309964], [-0.213778, -0.846328, -0.968177], [2.355081, -1.021237, 0.233871], [2.431575, -0.325179, -1.270466], [0.378418, 2.015337, 0.465861], [-2.788896, -0.220108, 1.633460]],
  "forces_ev_per_angstrom": [[-0.10, -0.44, -0.23], [-0.48, -0.23, -0.25], [-0.51, -0.11, 0.14], [-0.16, -0.30, -0.42], [0.66, 0.36, 0.23], [1.39, 0.62, 0.37], [-0.78, -0.09, 0.13], [-0.08, 0.27, -0.14], [-0.06, 0.09, 0.29], [-0.13, -0.31, 0.03], [0.26, 0.13, -0.17]],
  "gap_ev": [7.91, 7.91],
  "de_lowest_kcal_mol": 121.2
}